Entry from the Open Molecules 2025 dataset: 5 unconnected molecules or ions with the total composition C25H53N4O8P2S (the ωB97M-V functional and the def2-TZVPD basis).

Summary:
* strongest force on any atom: 6.36 eV/A
* charge: +1
* orbital gap: 5.95 eV

Cartesian coordinates (Å):
C -0.78382 1.21345 2.39886
C -0.40538 1.91277 1.01508
C 0.75545 2.88943 0.78768
N 1.15746 3.55101 -0.39442
N 0.52207 3.33225 -1.53972
C -0.54136 2.43333 -1.50496
C -1.24064 2.16415 -2.94604
C -0.92867 3.28628 -4.03751
S -1.13004 2.44540 -5.71886
C 0.62419 1.91944 -6.06872
N 1.51104 2.82886 -6.76019
N 2.69255 2.16767 -6.81678
C 2.59617 0.87834 -6.19178
O 1.25615 0.69491 -5.70692
C -1.18577 1.63402 -0.34088
P -2.66548 0.49026 -0.45162
P -2.37219 -1.10799 -1.92127
O -3.17991 -0.71406 -3.16691
O -0.70399 -1.23597 -2.22927
O -2.99807 -2.53173 -1.18421
H -1.83154 0.76833 2.41695
H -0.06441 0.31282 2.49467
H -0.54736 1.89347 3.27947
H 1.39514 3.11752 1.71747
H 1.95745 4.21271 -0.38392
H -0.87775 1.15339 -3.33571
H -2.38133 2.05741 -2.80687
H 0.13530 3.68491 -4.04320
H -1.64153 4.18937 -3.97336
H 3.42242 0.11042 -6.07166
H -2.79308 -0.20518 0.81653
H -0.19503 -0.58554 -1.69950
H -2.26543 -2.81054 -0.57295
C 3.48390 1.99927 -2.94988
C 4.26318 0.71657 -2.72051
O 5.55230 0.72152 -3.31607
C 6.44832 1.73204 -2.87083
C 6.74777 1.66800 -1.38359
H 3.37828 2.19699 -4.01994
H 2.48586 1.92215 -2.50745
H 3.98022 2.86448 -2.50552
H 3.71727 -0.11520 -3.17449
H 4.34152 0.48608 -1.65191
H 6.07501 2.72094 -3.15633
H 7.37938 1.58505 -3.42403
H 5.85073 1.82176 -0.77918
H 7.47232 2.43798 -1.10725
H 7.15686 0.68927 -1.11759
C 1.24124 -1.35904 5.63930
C 0.66664 0.04465 5.68903
O -0.75649 0.07737 5.67774
C -1.41080 -0.58135 6.75651
C -1.05630 -0.01571 8.11991
H 0.88287 -1.88876 4.75225
H 2.33340 -1.32176 5.60693
H 0.95335 -1.94926 6.51056
H 0.99524 0.59261 4.80077
H 1.04984 0.59992 6.55169
H -1.21915 -1.65815 6.71384
H -2.48408 -0.45443 6.59106
H 0.00642 -0.12737 8.34458
H -1.61864 -0.52936 8.90339
H -1.28887 1.05214 8.16334
C 2.07888 -4.48592 0.67903
C 1.96827 -3.34081 1.66944
O 2.15163 -3.73835 3.02168
C 3.40709 -4.32573 3.34147
C 4.59109 -3.41191 3.07976
H 1.35520 -5.26993 0.91767
H 1.88720 -4.12983 -0.33706
H 3.06998 -4.94168 0.69114
H 0.96206 -2.91512 1.60736
H 2.66166 -2.53033 1.41681
H 3.52207 -5.28029 2.81845
H 3.37457 -4.56295 4.40813
H 4.68021 -3.15138 2.02288
H 5.52171 -3.89756 3.38315
H 4.48410 -2.47755 3.63872
C -6.69609 -1.76519 -2.84956
C -6.58102 -1.19596 -1.44752
O -6.26670 0.19269 -1.42110
C -7.19939 1.06172 -2.05069
C -8.59030 1.00407 -1.44477
H -5.76922 -1.60198 -3.40620
H -6.89550 -2.83932 -2.80816
H -7.50380 -1.29744 -3.41505
H -5.76727 -1.70638 -0.92435
H -7.48896 -1.38842 -0.86584
H -7.22953 0.86752 -3.12750
H -6.80596 2.07540 -1.93302
H -9.03866 0.01368 -1.54553
H -9.25102 1.72121 -1.93821
H -8.55252 1.23841 -0.37700

Cartesian forces, eV/Å:
C 1.54 -0.20 -0.74
C -0.19 1.17 -4.10
C -0.58 -0.57 1.30
N -2.32 -2.70 2.63
N -2.23 -1.94 0.98
C -1.19 -0.49 -0.82
C 0.50 0.57 0.76
C 0.24 -0.22 -0.10
S 1.91 -0.38 0.28
C 2.01 2.27 -1.28
N -2.38 -5.02 3.08
N 0.09 -4.43 2.06
C -1.89 4.35 -1.52
O 1.50 3.00 -1.65
C 4.69 1.76 2.37
P -0.37 1.25 0.56
P -1.38 -0.77 -3.65
O 2.48 -1.30 3.64
O -2.21 0.11 1.12
O 2.92 2.78 -0.57
H 1.43 1.10 -0.03
H -1.07 1.32 -0.10
H -0.64 -0.86 -1.16
H -1.00 -0.23 -1.73
H -0.79 -0.67 -0.17
H -0.39 1.33 0.55
H 1.73 0.16 -0.10
H -1.40 -0.62 0.32
H 1.01 -1.58 -0.21
H -1.56 1.09 -0.12
H 0.77 0.44 -0.77
H -0.40 -0.58 -0.28
H -0.96 -0.18 -0.49
C -0.02 0.14 -0.02
C 0.22 0.03 -0.05
O -0.21 -0.16 -0.08
C 0.10 0.08 0.06
C -0.07 -0.10 0.11
H -0.02 0.02 0.10
H 0.05 -0.07 -0.09
H -0.01 -0.01 0.05
H 0.19 0.00 -0.06
H -0.03 0.06 0.05
H -0.03 0.03 0.05
H -0.22 -0.13 -0.06
H 0.03 0.09 0.01
H -0.05 -0.08 -0.06
H 0.01 0.11 -0.04
C -0.07 -0.10 -0.04
C -0.03 -0.13 0.21
O 0.00 0.21 -0.38
C -0.09 -0.07 0.20
C 0.15 0.12 0.02
H 0.11 0.01 0.05
H -0.09 0.00 -0.03
H 0.08 0.06 0.02
H -0.17 0.04 0.02
H 0.01 -0.06 0.01
H 0.07 0.01 0.04
H 0.15 0.08 -0.18
H -0.06 -0.08 0.05
H 0.02 0.04 -0.10
H -0.04 -0.11 0.01
C 0.02 -0.11 -0.04
C 0.12 -0.14 0.12
O -0.26 0.18 -0.01
C 0.16 -0.04 0.03
C -0.01 0.15 -0.11
H 0.03 0.09 -0.02
H 0.01 -0.03 0.07
H -0.01 0.08 -0.07
H 0.00 -0.04 0.22
H 0.08 -0.04 -0.07
H 0.04 0.04 -0.05
H -0.22 0.08 -0.11
H 0.07 -0.09 0.02
H -0.10 0.04 0.00
H 0.02 -0.10 0.01
C 0.04 0.04 -0.17
C -0.08 -0.01 -0.12
O 0.27 0.06 0.21
C -0.10 0.03 -0.04
C -0.07 -0.12 0.11
H -0.04 -0.03 0.09
H 0.02 0.09 0.03
H -0.05 -0.08 0.06
H 0.03 0.19 0.01
H -0.03 0.00 -0.06
H -0.06 -0.05 0.01
H 0.15 -0.17 0.07
H -0.02 0.07 -0.08
H 0.08 -0.04 0.04
H 0.00 0.03 -0.10

Entry from the Open Molecules 2025 dataset: a molecular structure, C22H27CeF4N5O (the ωB97M-V functional and the def2-TZVPD basis).

Summary:
* strongest force on any atom: 2.30 eV/A
* charge: +1
* orbital gap (alpha / beta): 7.31 / 7.31 eV
* spin multiplicity: 2

Cartesian coordinates (Å):
Ce -0.76950 0.27166 0.76568
C -3.20870 -0.80145 0.74202
C -2.62240 -1.28343 1.93154
C -2.36722 -0.18615 2.77864
C -2.81534 0.99006 2.12410
C -3.34066 0.60793 0.85538
H -3.67310 -1.41201 -0.02415
H -2.49882 -2.32766 2.19473
H -2.03983 -0.24570 3.81133
H -2.95527 1.95388 2.60433
H -3.99137 1.21163 0.23502
C -0.62677 3.64059 0.93918
C -0.12787 3.43131 -0.48904
N -0.85349 2.33794 -1.17730
C -2.19931 2.76687 -1.62935
C -2.26064 3.88500 -2.67623
C -0.07199 1.87702 -2.34364
C 1.16590 1.02620 -1.95472
N 1.09955 0.68806 -0.54109
C 2.16347 0.14049 0.05232
C 2.28749 0.27206 1.46352
F 1.23241 0.96452 2.09507
C 3.29124 -0.30016 2.20897
F 3.27426 -0.17779 3.54141
C 4.29952 -1.02457 1.58788
C 4.22435 -1.17520 0.20827
F 5.14737 -1.92672 -0.40947
C 3.20526 -0.62361 -0.53983
F 3.12931 -0.92002 -1.86196
H -0.04987 4.43129 1.41385
H -0.49668 2.71874 1.53900
H -1.67387 3.93705 0.95473
H 0.93002 3.15779 -0.45253
H -0.20872 4.36988 -1.04895
H -2.76581 3.08133 -0.75122
H -2.69441 1.87730 -2.03627
H -1.76058 4.78863 -2.33891
H -3.30194 4.13993 -2.85870
H -1.82039 3.57572 -3.61943
H 0.26426 2.72779 -2.94893
H -0.74422 1.27119 -2.95851
H 2.08689 1.59472 -2.14480
H 1.20419 0.14065 -2.60675
H 5.10378 -1.46306 2.15097
C 1.87606 -3.71349 2.16053
N 1.06024 -3.49426 0.98183
C 1.00077 -4.41218 -0.00458
C 0.25606 -4.20492 -1.12110
C -0.44965 -2.97383 -1.22665
N -0.36863 -2.06434 -0.25309
C 0.34309 -2.31866 0.87049
O 0.34459 -1.49200 1.78798
N -1.21481 -2.67830 -2.27715
H 1.64823 -4.68218 2.60216
H 1.66052 -2.92754 2.88225
H 2.93202 -3.66903 1.89159
H 1.57261 -5.31688 0.14822
H 0.21291 -4.94274 -1.90083
H -1.34445 -3.32614 -3.03552
H -1.70006 -1.79319 -2.29233

Cartesian forces, eV/Å:
Ce 0.73 1.46 -1.62
C -0.72 0.24 0.47
C -0.50 0.01 0.22
C -1.00 0.02 0.39
C -1.24 -0.28 0.37
C -0.92 -0.30 0.74
H 0.32 0.07 -0.08
H 0.24 0.15 -0.12
H 0.22 0.04 -0.25
H 0.31 -0.07 -0.24
H 0.45 0.09 -0.15
C 0.09 -0.28 -0.33
C 0.03 -0.08 0.23
N -0.01 0.12 -0.23
C -0.08 0.16 -0.06
C 0.07 -0.25 0.21
C 0.19 -0.26 0.20
C 0.01 0.16 0.05
N -0.04 0.11 -0.84
C 1.33 -0.27 0.69
C -0.21 0.30 -0.32
F 1.18 -0.31 0.00
C -0.07 0.01 -0.07
F 0.01 0.04 -0.12
C -0.27 0.14 -0.20
C 0.12 -0.07 0.34
F -0.15 0.15 0.02
C -0.49 0.08 -0.10
F 0.15 0.07 0.33
H 0.04 -0.06 0.13
H -0.04 0.62 0.00
H -0.06 -0.08 0.12
H -0.17 0.03 -0.07
H 0.05 -0.08 0.00
H 0.02 -0.10 0.01
H 0.00 0.08 0.13
H 0.02 0.10 -0.01
H -0.07 0.00 -0.03
H 0.04 0.01 -0.13
H -0.14 -0.09 -0.04
H 0.00 0.10 -0.02
H -0.12 -0.06 -0.08
H -0.01 0.25 0.10
H 0.12 -0.05 0.10
C 0.41 -0.06 0.52
N -0.33 0.42 0.00
C -0.34 0.06 -0.61
C 0.14 -0.05 0.17
C 0.22 0.16 0.46
N 0.03 -0.46 -0.08
C 0.15 -1.08 -0.73
O 0.31 -0.62 0.86
N -0.06 0.09 -0.10
H -0.03 0.01 -0.04
H 0.04 -0.14 -0.09
H -0.04 0.01 0.03
H 0.02 0.01 0.01
H -0.01 -0.13 -0.10
H 0.02 0.07 0.03
H 0.03 -0.21 -0.07

Entry from the Open Molecules 2025 dataset: 13 unconnected molecules or ions with the total composition C19H64N6O13 (the ωB97M-V functional and the def2-TZVPD basis).

Summary:
* strongest force on any atom: 9.94 eV/A
* orbital gap: 8.62 eV

Cartesian coordinates (Å):
C 8.23400 26.55600 16.47300
C 8.46600 26.59000 14.96800
O 9.82400 26.85900 14.60800
H 7.14400 26.89500 16.60600
H 8.91800 27.17400 17.05400
H 8.40300 25.51200 16.79400
H 7.76500 27.19100 14.47000
H 8.22200 25.55500 14.61000
H 10.47100 26.24500 15.03700
C 10.37500 24.67600 19.61500
C 9.44300 23.55300 19.25300
O 9.32500 23.45900 17.84900
H 10.54000 24.51000 20.61200
H 9.98500 25.70300 19.45300
H 11.41600 24.62400 19.20700
H 8.44100 23.84000 19.37000
H 9.77400 22.59000 19.62900
H 8.44100 23.12300 17.64200
C 12.84300 25.76800 15.43300
C 11.97000 25.22900 16.50900
O 10.77500 24.78500 15.94200
H 12.32700 26.67700 15.04300
H 12.96900 25.03600 14.62900
H 13.82600 25.97100 15.79000
H 11.67100 25.98300 17.21000
H 12.47400 24.36700 16.96900
H 10.24800 24.25800 16.59000
C 3.81500 29.70200 13.73500
C 5.32800 29.54700 14.09200
O 6.09600 29.11400 12.96800
H 3.29100 29.80300 14.64300
H 3.34200 28.85100 13.26500
H 3.61600 30.54300 13.06500
H 5.52500 28.87000 14.93000
H 5.72400 30.58500 14.31300
H 6.99600 28.98900 13.30500
C 4.50800 26.07400 12.43200
C 4.77200 26.03000 13.94200
O 5.35000 24.83000 14.30700
H 5.30700 25.80000 11.71200
H 4.27000 27.10300 12.08600
H 3.61500 25.41100 12.25600
H 3.80300 26.21500 14.37700
H 5.42400 26.81500 14.24500
H 5.56800 24.81500 15.22200
C 8.07100 25.63100 11.60000
C 7.74500 26.69200 10.61400
O 7.09800 26.08900 9.51700
H 8.77400 24.92600 11.25700
H 7.26800 25.11800 12.06000
H 8.60900 26.13600 12.39300
H 8.58500 27.19700 10.32800
H 7.03700 27.37600 11.01600
H 7.20700 26.72200 8.75800
C 5.93300 23.17600 17.51100
O 5.77700 24.39700 16.89800
N 6.81700 22.34100 17.10000
N 5.22200 22.71500 18.44700
H 7.36000 22.68300 16.33700
H 7.12800 21.51000 17.57500
H 4.30700 23.17200 18.65800
H 5.33600 21.77400 18.82900
C 11.31800 22.41700 13.83800
O 11.63500 22.12600 15.16600
N 11.51600 21.57400 12.88300
N 10.74000 23.54300 13.41000
H 11.63600 20.58200 13.15500
H 11.61200 21.86300 11.93700
H 10.57600 24.29000 14.10800
H 10.88100 23.91100 12.48600
C 7.62400 22.84600 13.76600
O 7.92600 23.22600 15.02200
N 8.44400 22.39000 12.88800
N 6.48000 22.67200 13.23700
H 9.38900 22.92900 13.00900
H 8.76600 21.41000 13.27300
H 5.91000 23.52300 13.58100
H 5.94700 22.10000 13.96700
C 11.69200 25.97100 11.97800
O 11.19800 25.09300 10.94900
H 12.41100 26.69300 11.60900
H 12.25200 25.34800 12.72000
H 10.95900 26.52500 12.51100
H 11.03100 25.57400 10.15200
C 6.67000 25.91700 19.70200
O 5.54700 26.78300 19.56600
H 7.40800 26.06400 18.92700
H 6.37200 24.86600 19.88800
H 7.23300 26.26200 20.57000
H 4.80900 26.37500 20.05200
C 3.56000 27.92500 16.87100
O 4.76200 27.20800 16.84900
H 2.91000 27.63500 16.02100
H 3.80900 29.01100 16.78300
H 3.07900 27.74900 17.79600
H 5.23400 27.27000 17.68000
C 9.70000 29.31000 11.94200
O 8.88100 28.91400 13.02800
H 9.13100 29.90900 11.21600
H 10.15800 28.46300 11.44700
H 10.45900 29.95400 12.39600
H 9.46600 28.45400 13.65000

Cartesian forces, eV/Å:
C -1.45 -0.11 -0.12
C 1.13 -3.13 1.02
O 0.41 0.99 -0.58
H 1.61 -0.75 0.32
H -0.04 0.40 -0.19
H -0.52 0.62 0.15
H -0.31 1.46 -0.84
H 0.09 0.77 0.22
H -1.60 0.22 -0.01
C 0.67 0.56 -1.56
C 0.65 0.67 -1.97
O 0.88 -0.50 -1.72
H 0.38 0.23 2.96
H 0.06 -0.76 -0.03
H -1.04 -0.25 -0.25
H -1.44 0.13 2.44
H -0.19 -0.05 0.56
H 0.45 0.20 -0.15
C -0.85 0.58 -1.01
C 0.28 -1.41 0.40
O -0.87 -0.37 -0.45
H 0.90 -0.37 -0.07
H -0.20 0.03 0.16
H 0.68 0.57 0.35
H 0.55 0.58 0.87
H -0.07 0.29 0.33
H 0.21 0.11 -0.33
C 1.40 -0.31 -0.58
C -0.07 1.40 -0.98
O -0.42 -0.30 0.22
H -0.73 0.60 1.16
H 0.38 -0.59 -0.23
H 0.25 0.07 0.26
H -0.42 0.18 0.11
H -0.59 -0.95 0.41
H 0.15 0.05 -0.54
C -0.74 -0.07 -0.81
C -0.03 0.85 -1.82
O -0.49 -0.88 -1.49
H -0.22 -0.29 0.91
H -0.18 -0.53 0.57
H 0.84 0.60 -0.21
H -0.40 -0.16 0.69
H 0.46 0.88 0.16
H 0.41 -0.16 2.03
C 1.04 1.04 1.08
C -2.51 -1.82 0.65
O 0.22 0.67 -2.47
H 0.63 -0.99 -0.91
H -1.12 -0.35 0.13
H 0.06 0.18 0.53
H 2.44 1.39 -0.84
H -0.37 0.96 0.83
H -0.45 -1.11 0.99
C -0.18 7.08 -5.24
O 0.27 -5.36 3.48
N 2.91 -2.06 -0.59
N -5.69 -0.56 5.28
H 0.70 0.16 -1.63
H -0.45 -0.06 0.09
H 1.47 -0.49 -0.21
H -0.03 0.70 -0.48
C 1.85 0.03 8.28
O -2.00 1.31 -6.82
N 0.91 -4.30 -1.04
N 0.37 3.02 1.57
H 0.36 1.28 -0.50
H -0.25 -0.05 -0.60
H 0.33 -0.88 -0.10
H 0.08 -0.42 -0.57
C 2.83 1.38 8.41
O -0.54 -0.62 -5.60
N 8.68 -2.93 -2.24
N -9.86 -0.04 1.24
H -1.87 -1.17 -0.04
H -0.85 2.10 -1.21
H 0.13 -0.05 -0.77
H 0.44 0.36 -0.99
C 1.63 -0.75 -0.02
O 0.50 -0.17 1.27
H 0.22 0.09 -0.42
H -0.53 0.54 -0.80
H -1.14 0.18 0.33
H -0.25 0.47 -0.59
C 0.32 0.13 1.43
O -0.45 -0.41 -0.06
H -0.49 -0.31 -0.87
H 0.27 0.51 -0.55
H -0.01 -0.22 0.53
H 0.45 0.39 -0.40
C 0.93 1.14 -0.81
O 0.27 -0.54 -1.27
H 0.47 0.02 0.49
H -0.60 -0.48 0.04
H -1.01 -0.05 0.99
H -0.23 -0.06 0.56
C -0.05 0.93 0.66
O -0.16 -0.13 -0.22
H -0.01 -0.34 0.33
H 0.15 -0.22 -0.21
H 0.37 0.06 -0.61
H -0.17 -0.28 0.12

Entry from the Open Molecules 2025 dataset: 2 unconnected molecules or ions with the total composition H5NS2 (the ωB97M-V functional and the def2-TZVPD basis).

Summary:
* strongest force on any atom: 1.04 eV/A
* orbital gap: 9.62 eV

Cartesian coordinates (Å):
S -0.45528 -1.74727 0.59890
S 1.32731 -2.35375 -0.29166
H -1.03950 -1.15802 -0.47342
H 2.22784 -1.60378 0.37000
N -0.63453 1.89646 0.12014
H -1.02096 0.98795 0.23858
H -0.74761 2.26889 -0.82295
H 0.34272 1.70953 0.26041

Cartesian forces, eV/Å:
S 0.17 -0.10 -0.20
S -0.23 -0.15 -0.01
H 0.36 -0.09 0.18
H -0.31 0.22 0.01
N 0.41 0.78 0.02
H -0.84 -0.54 -0.32
H -0.12 -0.48 0.32
H 0.56 0.35 -0.01

The lowest strongest force on any atom belongs to which entry? H5NS2

Which of these has the lowest strongest force on any atom? H5NS2

The highest strongest force on any atom belongs to which entry? C19H64N6O13